Record 1
{
  "formula": "C18H42Cl6N2",
  "method": "ωB97M-V/def2-TZVPD",
  "species": ["C", "C", "N", "C", "C", "C", "C", "H", "H", "H", "H", "H", "H", "H", "H", "H", "H", "H", "H", "H", "H", "H", "C", "C", "N", "C", "C", "C", "C", "H", "H", "H", "H", "H", "H", "H", "H", "H", "H", "H", "H", "H", "H", "H", "Cl", "C", "C", "Cl", "H", "H", "H", "H", "Cl", "C", "C", "Cl", "H", "H", "H", "H", "Cl", "C", "C", "Cl", "H", "H", "H", "H"],
  "coordinates": [[2.76877, 5.81454, -2.11431], [3.25837, 4.44723, -2.41658], [2.15616, 3.51452, -2.15623], [2.11549, 2.33623, -2.87986], [3.35633, 1.70176, -3.12599], [2.06167, 3.38108, -0.63396], [0.67401, 2.92252, -0.36529], [2.50666, 5.94727, -1.19741], [2.07754, 6.26694, -2.88806], [3.72268, 6.53193, -2.30620], [4.04959, 4.14508, -1.89915], [3.78066, 4.08138, -3.35642], [1.68627, 2.68533, -3.86168], [1.45484, 1.77860, -2.65977], [4.31504, 1.84360, -3.06550], [3.41353, 1.24217, -4.02555], [3.29521, 0.92462, -2.46399], [2.24866, 4.17472, -0.09798], [2.74956, 2.50671, -0.38505], [0.55576, 2.45032, 0.72762], [0.28159, 2.02484, -0.82385], [0.12695, 3.72887, -0.36625], [-2.47988, 0.60016, 1.37806], [-3.72417, -0.18013, 1.14020], [-3.39024, -1.27948, 0.15719], [-4.09211, -2.51809, 0.18651], [-5.42739, -2.40584, 0.26602], [-3.38618, -0.74791, -1.26099], [-2.74185, -1.72933, -2.22367], [-1.65041, -0.11741, 1.78859], [-2.59026, 1.56408, 2.22482], [-2.01277, 0.92006, 0.42235], [-4.48671, 0.55346, 0.76242], [-4.03401, -0.60587, 2.07659], [-3.81858, -2.73366, 1.31607], [-3.67362, -3.36539, -0.31860], [-6.12297, -1.60004, 0.38784], [-5.88372, -3.14674, 0.88818], [-5.89696, -2.41511, -0.73638], [-2.62060, 0.10711, -1.13703], [-4.36382, -0.55744, -1.21198], [-2.61897, -1.61530, -3.25407], [-3.31478, -2.49861, -2.29052], [-1.80311, -2.13092, -1.83241], [3.96581, 1.27110, 6.14870], [2.14741, 1.50598, 5.85614], [1.80726, 1.02423, 4.46464], [0.16192, 1.64220, 4.06220], [2.08888, 2.61274, 5.69407], [1.48987, 1.40515, 6.66780], [1.71340, 0.13124, 4.42882], [2.51822, 1.18443, 3.64663], [0.98617, -4.38955, -2.44046], [1.45895, -5.28679, -0.92341], [0.35960, -6.07318, -0.35094], [-1.01057, -5.04173, 0.06727], [1.70963, -4.58037, -0.09677], [2.31570, -5.87750, -1.21961], [0.82905, -6.55855, 0.40136], [0.04629, -6.89009, -1.06010], [2.09766, -2.87491, 1.85959], [0.54424, -2.00822, 1.76207], [0.50150, -1.63192, 0.34035], [1.61221, -0.33929, -0.13920], [0.38325, -1.28576, 2.53089], [-0.25020, -2.71472, 2.10700], [-0.50320, -1.17312, 0.09793], [0.50471, -2.59925, -0.27271]],
  "forces_ev_per_a": [[4.57, 2.75, -8.17], [-2.83, -1.82, -3.24], [-0.27, 3.50, 4.08], [5.58, 9.87, -6.16], [-1.88, -3.14, 0.34], [-0.36, -7.70, -4.86], [1.68, -5.10, 4.20], [-1.97, 0.74, 5.60], [0.26, -0.99, 1.12], [-1.87, -1.29, 0.77], [3.45, -0.69, 3.64], [-1.42, 1.69, -0.29], [0.45, -0.18, 0.11], [-8.42, -7.64, 3.95], [5.31, 3.37, 1.14], [-0.72, -1.72, -3.24], [0.30, -2.91, 1.74], [1.39, 4.37, 2.30], [-0.19, 1.20, 0.28], [0.58, 1.42, -1.59], [0.09, 0.39, -1.23], [-3.80, 3.94, -0.46], [2.87, 1.33, 2.55], [-0.19, -0.56, -1.66], [2.66, 1.23, -1.51], [6.22, 0.73, 6.68], [-9.01, -0.76, -2.68], [6.04, 0.71, 2.24], [2.33, 2.59, 1.87], [-1.56, 1.33, -0.30], [0.23, -2.81, -2.75], [-0.48, 0.50, 0.75], [0.07, -0.88, 0.19], [-0.52, -0.39, 0.29], [-0.13, -0.71, -1.59], [0.28, 0.05, -0.82], [1.10, 2.07, 1.75], [-0.46, -0.91, -0.05], [0.05, -1.56, -0.53], [-2.01, -0.55, -0.82], [-3.94, 1.78, -2.21], [0.40, 1.84, -1.64], [-3.86, -5.42, 0.11], [0.07, 0.40, 0.17], [-1.45, -0.29, 0.22], [2.40, 3.66, -2.49], [0.50, 8.85, 0.41], [0.30, 0.08, -0.16], [0.31, -0.63, 0.47], [-0.56, -1.44, 1.07], [-1.44, -11.41, -0.08], [-0.04, 1.12, 0.50], [0.22, -0.19, 0.66], [0.41, 1.88, -0.20], [-1.49, -0.75, -3.81], [-0.06, -0.26, 0.41], [0.33, -0.05, -1.16], [0.07, -0.21, 0.20], [0.66, -1.40, 3.26], [-0.17, 0.98, 0.61], [0.57, -0.23, 1.19], [-0.48, -1.69, 0.81], [-3.51, -0.04, -1.83], [0.50, -0.42, -0.01], [0.89, 1.28, 0.17], [0.49, 0.02, -1.18], [0.82, -0.62, 0.39], [0.68, 1.69, 0.49]],
  "relative_energy_kcal_mol": 64.5,
  "homo_ev": -7.6,
  "smiles": "CCN(CC)CC.CCN(CC)CC.ClCCCl.ClCCCl.ClCCCl",
  "gap_ha": 0.300
}

Record 2
{
  "formula": "C3H6N2O2S",
  "method": "ωB97M-V/def2-TZVPD",
  "species": ["O", "N", "O", "N", "C", "C", "C", "S", "H", "H", "H", "H", "H", "H"],
  "coordinates": [[2.02671, 2.12195, -0.27516], [1.51090, 1.05404, -0.10751], [1.66727, 0.52678, 1.23193], [0.90054, 0.38199, -0.91604], [0.34085, -0.88785, -0.55545], [-0.92996, -0.71170, 0.29120], [-1.96445, 0.07889, -0.42399], [-2.79620, 1.29314, 0.23443], [2.22487, 1.15240, 1.72002], [1.07025, -1.47772, 0.00926], [0.11517, -1.39778, -1.49496], [-1.33595, -1.70496, 0.50604], [-0.68145, -0.23188, 1.23864], [-2.14857, -0.19730, -1.45843]],
  "forces_ev_per_a": [[0.55, 1.13, -0.08], [0.55, -0.10, 1.53], [-0.43, -0.67, -0.30], [-0.44, -0.14, -1.22], [-0.06, -0.48, 0.69], [0.33, -0.16, -0.01], [-0.37, 0.53, 0.30], [0.11, -0.22, -0.20], [-0.03, 0.32, -0.55], [-0.11, -0.07, -0.10], [0.03, 0.07, 0.13], [-0.01, -0.05, -0.01], [-0.10, -0.09, -0.05], [-0.02, -0.08, -0.13]],
  "relative_energy_kcal_mol": 129.9,
  "homo_ev": -8.8,
  "smiles": "[O-]/[N+](O)=N/CCC=S",
  "gap_ha": 0.316
}

Record 3
{
  "formula": "C46H56N5Pt",
  "method": "ωB97M-V/def2-TZVPD",
  "species": ["Pt", "C", "C", "C", "C", "C", "C", "C", "C", "C", "C", "C", "C", "N", "C", "C", "C", "C", "C", "C", "C", "N", "C", "C", "C", "C", "C", "C", "C", "C", "C", "C", "C", "C", "H", "H", "H", "H", "H", "H", "H", "H", "H", "H", "H", "H", "H", "H", "H", "H", "H", "H", "H", "H", "H", "H", "H", "H", "H", "H", "H", "H", "H", "H", "H", "H", "H", "H", "H", "H", "H", "H", "H", "C", "C", "C", "C", "C", "H", "H", "H", "H", "H", "H", "H", "H", "H", "H", "N", "C", "C", "C", "C", "C", "C", "C", "N", "C", "C", "N", "C", "H", "H", "H", "H", "H", "H", "H"],
  "coordinates": [[-0.42451, 0.13596, -0.29603], [3.22274, 1.24082, 2.37518], [2.65183, -0.18252, 2.44828], [1.19064, -0.14587, 2.89724], [2.98189, -1.01701, 1.20080], [3.84866, -2.08220, 1.44918], [4.30123, -2.91887, 0.44709], [3.92043, -2.66283, -0.85346], [3.08930, -1.59135, -1.18389], [2.97795, -1.34072, -2.69723], [3.94960, -0.22840, -3.12987], [1.60160, -1.10360, -3.31439], [2.56833, -0.79017, -0.13864], [1.71030, 0.30633, -0.46655], [2.36387, 1.39304, -0.72701], [1.84065, 2.65768, -1.11684], [2.80079, 3.59469, -1.54815], [2.47655, 4.86141, -1.95917], [1.12476, 5.22635, -1.93609], [0.15965, 4.34982, -1.50805], [0.45340, 3.01745, -1.06148], [-0.51755, 2.20796, -0.58522], [-1.78891, 2.83873, -0.47283], [-2.10167, 3.48443, 0.72962], [-3.34482, 4.09230, 0.86937], [-4.25742, 4.09326, -0.17192], [-3.92312, 3.48752, -1.37342], [-2.69901, 2.85224, -1.54579], [-2.35792, 2.24032, -2.89409], [-2.27167, 3.32519, -3.97561], [-3.35843, 1.15438, -3.29284], [-1.09765, 3.53309, 1.86765], [-0.72183, 4.97888, 2.20899], [-1.61898, 2.79126, 3.09862], [3.13785, 1.71526, 3.35581], [2.67889, 1.85694, 1.66001], [4.27870, 1.22604, 2.09273], [3.19376, -0.68443, 3.25378], [0.51994, 0.21040, 2.11664], [1.09109, 0.52416, 3.75570], [0.84828, -1.13588, 3.21687], [4.18464, -2.25323, 2.46667], [4.96455, -3.74562, 0.67597], [4.31066, -3.28592, -1.65098], [3.35461, -2.26118, -3.15170], [3.55626, 0.75669, -2.88204], [4.09658, -0.26779, -4.21235], [4.92270, -0.35134, -2.64780], [1.04647, -0.31015, -2.81990], [1.00683, -2.01440, -3.26649], [1.71901, -0.83220, -4.36773], [3.45186, 1.34709, -0.65271], [3.84098, 3.28140, -1.55842], [3.23820, 5.55551, -2.29135], [0.82666, 6.21793, -2.25858], [-0.86788, 4.67866, -1.50837], [-3.60071, 4.57946, 1.80529], [-5.22187, 4.57348, -0.05198], [-4.63406, 3.50678, -2.19330], [-1.37912, 1.76975, -2.80432], [-3.23818, 3.81822, -4.11497], [-1.97386, 2.88632, -4.93195], [-1.53768, 4.08678, -3.70310], [-4.37597, 1.55443, -3.35550], [-3.33577, 0.36180, -2.54016], [-3.09355, 0.73497, -4.27141], [-0.19689, 3.02029, 1.53301], [-1.59821, 5.54591, 2.53509], [-0.29484, 5.48048, 1.33775], [0.01672, 5.00230, 3.01562], [-2.52972, 3.25938, 3.48513], [-0.86797, 2.79642, 3.89558], [-1.84335, 1.75702, 2.83745], [-3.20743, -2.42139, 0.60797], [-3.33780, -0.91233, 0.84554], [-4.76845, -0.53330, 0.43008], [-3.22751, -0.70140, 2.37701], [-2.38942, 0.02644, 0.08844], [-4.04724, -2.94547, 1.08189], [-2.28777, -2.81592, 1.04272], [-3.22695, -2.64708, -0.45860], [-5.51726, -1.08017, 1.02252], [-4.91950, -0.76167, -0.62790], [-4.93336, 0.53877, 0.56835], [-3.88655, -1.38754, 2.94002], [-3.50313, 0.32208, 2.63405], [-2.19537, -0.87523, 2.69297], [-2.87158, 0.99330, 0.03713], [2.90661, -9.20319, 3.59626], [2.42533, -8.32128, 3.03949], [1.84138, -7.21759, 2.34432], [0.96679, -7.41835, 1.27853], [0.43273, -6.34778, 0.59376], [0.75731, -5.04125, 0.95149], [1.62443, -4.83675, 2.02567], [2.15589, -5.90694, 2.70979], [0.21195, -3.95615, 0.25445], [-0.48499, -3.99734, -0.94426], [-0.80130, -2.71725, -1.24084], [-0.31753, -1.88459, -0.25993], [0.27758, -2.64476, 0.62402], [0.70592, -8.42876, 0.99443], [-0.25013, -6.53093, -0.22359], [1.91259, -3.83441, 2.30873], [2.83251, -5.73964, 3.53715], [-0.70538, -4.90839, -1.46850], [-1.35592, -2.33435, -2.07842], [0.73728, -2.29071, 1.52778]],
  "forces_ev_per_a": [[-0.27, 0.12, 0.28], [-0.03, -0.07, -0.02], [-0.03, 0.31, -0.18], [0.02, -0.08, 0.04], [-0.06, -0.10, -0.01], [-0.02, -0.08, -0.03], [0.01, -0.07, 0.03], [0.02, -0.03, 0.05], [-0.14, 0.00, -0.03], [-0.01, 0.27, 0.04], [0.00, -0.11, 0.05], [-0.02, -0.02, 0.10], [0.41, -0.10, -0.03], [-0.28, -0.27, 0.12], [0.27, -0.02, -0.02], [-0.14, 0.16, -0.07], [-0.04, -0.04, 0.01], [0.05, 0.17, -0.06], [0.05, -0.11, 0.04], [0.03, 0.02, 0.04], [-0.07, -0.10, 0.01], [-0.05, -0.02, -0.33], [-0.09, 0.14, 0.00], [0.04, -0.10, 0.01], [0.02, 0.03, 0.04], [-0.01, -0.01, -0.03], [-0.05, 0.00, 0.04], [0.19, -0.06, 0.05], [-0.09, 0.07, -0.04], [0.05, 0.01, 0.08], [0.05, -0.03, 0.05], [-0.10, 0.09, 0.10], [0.02, -0.06, -0.06], [0.04, 0.00, -0.03], [0.02, 0.00, -0.01], [-0.01, 0.01, 0.03], [-0.04, 0.02, -0.03], [0.09, 0.02, 0.00], [-0.09, 0.05, -0.13], [0.02, -0.06, 0.02], [-0.02, 0.04, 0.03], [-0.03, 0.02, 0.00], [-0.04, 0.02, -0.01], [-0.03, 0.02, 0.00], [0.04, -0.02, 0.03], [0.01, 0.02, 0.00], [-0.02, 0.01, 0.02], [-0.01, 0.05, -0.02], [-0.04, 0.05, 0.07], [-0.13, -0.01, 0.03], [0.02, -0.05, 0.02], [0.00, 0.04, -0.02], [-0.02, -0.03, 0.03], [-0.01, -0.02, 0.01], [-0.02, -0.01, 0.00], [0.00, 0.03, 0.04], [0.01, -0.02, -0.02], [0.00, -0.01, 0.00], [0.03, -0.02, 0.01], [0.04, -0.03, 0.05], [0.01, -0.02, -0.01], [-0.01, 0.01, 0.02], [-0.03, -0.02, -0.07], [0.04, -0.02, -0.03], [-0.03, 0.01, -0.03], [-0.03, 0.03, 0.08], [0.00, -0.03, -0.01], [0.03, 0.01, 0.01], [-0.01, 0.02, 0.02], [-0.02, 0.00, -0.02], [0.02, -0.02, 0.01], [-0.04, 0.01, -0.01], [0.00, -0.01, 0.01], [-0.05, 0.05, -0.03], [0.31, 0.17, 0.17], [-0.06, 0.00, 0.03], [-0.13, -0.21, -0.02], [0.16, -0.11, -0.52], [0.05, 0.01, 0.01], [0.03, -0.07, -0.01], [-0.02, -0.01, 0.01], [0.06, 0.04, -0.04], [-0.03, 0.01, 0.02], [-0.01, -0.02, 0.00], [0.07, 0.10, -0.05], [0.04, 0.02, 0.01], [0.00, 0.04, 0.03], [-0.02, 0.03, 0.05], [0.07, -0.16, 0.09], [-0.03, 0.01, -0.01], [-0.11, 0.40, -0.17], [0.07, -0.23, 0.06], [-0.14, 0.05, -0.16], [0.07, -0.19, 0.17], [0.01, 0.23, -0.03], [0.07, -0.18, 0.11], [0.06, 0.00, 0.01], [0.03, 0.04, 0.00], [0.02, -0.07, -0.26], [0.07, 0.04, 0.17], [-0.05, -0.06, 0.02], [-0.02, 0.01, -0.05], [0.00, -0.03, 0.04], [0.01, -0.03, 0.00], [0.01, 0.05, -0.02], [0.06, 0.03, 0.02], [0.02, 0.12, 0.06], [-0.09, -0.07, -0.07]],
  "relative_energy_kcal_mol": 0.0,
  "homo_ev": [-1.7, -0.8],
  "charge": -1,
  "gap_ha": [0.125, 0.086]
}

no.,M (g mol⁻¹)
1,499.266
2,134.160
3,874.067